{
  "formula": "C64H96O48",
  "method": "the ωB97M-V functional and the def2-TZVPD basis",
  "symbols": ["H", "H", "C", "C", "H", "C", "O", "H", "H", "C", "O", "C", "H", "C", "C", "C", "O", "C", "O", "C", "H", "H", "H", "H", "C", "H", "H", "H", "H", "C", "H", "C", "C", "C", "H", "H", "H", "C", "H", "H", "C", "H", "O", "O", "H", "O", "H", "H", "C", "O", "C", "O", "C", "H", "H", "H", "H", "H", "O", "O", "H", "C", "H", "H", "H", "H", "O", "H", "C", "O", "H", "C", "H", "H", "C", "H", "H", "C", "O", "O", "H", "O", "H", "O", "O", "H", "H", "O", "C", "O", "H", "H", "O", "C", "H", "O", "H", "O", "H", "H", "O", "C", "C", "C", "C", "C", "H", "C", "H", "O", "C", "H", "C", "H", "H", "C", "O", "O", "C", "H", "H", "C", "H", "O", "O", "H", "C", "H", "C", "C", "O", "H", "C", "H", "H", "H", "H", "O", "O", "H", "H", "C", "H", "O", "O", "C", "O", "C", "H", "C", "H", "C", "C", "H", "C", "H", "C", "H", "C", "O", "H", "C", "O", "H", "C", "O", "C", "O", "O", "O", "O", "H", "H", "O", "H", "O", "C", "C", "O", "C", "H", "C", "H", "H", "H", "H", "H", "H", "H", "C", "H", "H", "O", "O", "H", "C", "O", "H", "C", "H", "C", "C", "H", "H", "H", "H", "H", "C"],
  "positions_angstrom": [[-4.7387, -2.3074, -0.1128], [4.8311, -4.7602, 0.7228], [-6.8797, 0.2603, 0.9854], [4.3634, 7.0752, -0.2714], [7.4306, 7.0476, 1.4564], [3.9498, -6.3124, -2.0300], [0.3072, -7.0986, -3.7468], [-3.6067, 5.7950, -2.8024], [-0.1670, -8.0848, -1.4531], [-2.5825, -4.0674, 5.2047], [1.9284, 2.6894, -4.4119], [4.3306, -3.8629, 0.3588], [0.2135, 0.5496, 5.9449], [4.6795, 0.0712, 4.4087], [0.1006, 3.3159, -5.7396], [6.7381, 1.3708, -3.8894], [-0.1420, -1.0818, 7.7861], [7.3221, 6.0122, 1.1335], [-1.8666, 2.8110, -0.9433], [-5.2054, 4.7444, -3.5845], [-1.1967, -5.6002, 1.3215], [-0.5221, 6.0488, 4.9174], [-2.1308, -1.0621, -5.5774], [-0.8880, 1.0434, 0.7013], [-0.2531, 7.4813, -1.1211], [-0.2585, 7.9451, -0.1347], [-5.8195, 5.6376, -3.6998], [-0.1623, 0.5029, -0.8146], [-2.0095, 3.9012, -5.5754], [-2.0792, -11.0139, -2.5969], [-7.1872, -2.4066, -0.2819], [1.1184, 0.0910, 0.9363], [0.0131, 4.8403, 3.2593], [-0.1740, 0.4901, 9.3832], [-4.4233, -1.3946, -2.7324], [0.1642, 4.1141, -6.4791], [-2.6062, -3.0261, 2.4858], [-2.0736, 3.8848, 3.8785], [2.9241, -3.6474, -1.1137], [1.3101, 4.6698, -4.3575], [3.8068, -4.2815, -1.0304], [-0.5025, 5.3103, -0.7278], [-0.7416, -7.2067, -5.7118], [-0.9857, -10.4559, -2.0306], [-4.8235, 5.8753, -0.7121], [3.8287, -0.6510, 4.8949], [-3.4615, -9.5404, -0.2530], [0.4562, -5.6820, -6.4221], [-0.2766, -5.8884, -5.6420], [-6.0124, 1.2376, 0.5575], [-1.8095, 8.7282, -2.3204], [-3.3866, 4.3039, -0.3504], [-5.1694, -3.2696, 0.1642], [1.0143, 4.4244, 3.1464], [-4.0086, 1.2584, 1.0497], [-2.8002, 0.1916, -4.6211], [-0.9625, -2.6147, 3.2738], [-1.6753, 2.3438, -4.7522], [5.0407, 0.2747, 3.1387], [2.5173, 0.8191, -5.4202], [-5.0779, -5.3607, -0.3652], [-1.2215, -9.7988, -0.8029], [5.0462, 0.4642, -2.1289], [-2.7311, -2.5976, -3.9386], [4.6845, 1.4344, -4.6562], [-4.9297, -4.1898, -1.7528], [-1.1441, 4.0134, 2.8230], [5.7900, 4.6966, 0.2226], [-0.2052, -1.1275, -3.4514], [-6.9270, -3.0421, 1.6314], [4.8866, 2.4744, 1.7690], [-4.2294, -0.5269, 3.0697], [-3.3559, -1.7961, -1.5778], [-0.2530, -5.1995, -3.5273], [0.4091, 8.4315, -2.1039], [3.3555, 0.8138, -2.8009], [-0.5726, -10.2713, -0.0655], [0.9142, 4.7252, 5.7226], [-5.9716, -3.7351, 3.4766], [-0.6558, 9.2575, -2.6345], [-4.6288, -1.3249, 3.6956], [-0.6684, -0.3408, -4.4648], [5.0040, 6.5358, 2.3808], [-0.8459, -0.9957, 0.1441], [5.2212, 3.1183, -3.5621], [1.3893, -5.4478, -3.9869], [-0.5874, 1.4843, 9.5530], [-2.8532, 9.1400, -2.7912], [6.3435, 1.6979, 4.4369], [-2.0920, -11.4957, -3.6986], [0.5477, 5.5627, -2.1056], [-3.5362, -4.5971, -0.6086], [3.7287, 6.4583, 0.7176], [4.8237, -4.1816, -2.2073], [5.0959, -3.0869, 0.3768], [1.3016, -1.2682, 0.6068], [6.1264, 2.7612, 4.3349], [4.1832, 2.3770, -1.7922], [-1.0952, -7.7732, 0.0660], [4.4797, 4.8675, 1.8704], [-1.1551, -0.4725, 9.5841], [5.9260, 2.1877, 1.9284], [-0.2460, 0.2866, 0.2505], [0.3794, -5.8170, -4.1651], [-0.3083, -7.9393, -4.5989], [2.2282, 0.7985, 0.1462], [6.1946, 1.8349, 0.9327], [-0.2536, 5.0039, 4.7613], [1.3498, 3.7536, 5.4897], [3.9241, 4.5951, -2.1327], [-5.9281, -3.5310, 2.2271], [6.9645, 0.4753, 2.8245], [0.2231, 5.9988, -1.1608], [-2.3204, -6.5057, 2.5311], [-5.0606, 2.4925, 1.8631], [4.3609, 1.1768, -2.5879], [-1.3871, 4.2490, 5.0509], [-1.8350, -2.3601, 8.6162], [-1.1004, -8.2491, -0.9146], [-2.8722, -5.1577, 1.7314], [7.2250, 1.3813, -4.8645], [4.7374, 5.8781, 1.5535], [0.9588, 7.9104, -2.8878], [-2.3014, -2.9486, 4.5472], [-0.0170, -3.0699, 0.1634], [1.1232, 9.0806, -1.5970], [-1.8520, -3.2439, 3.2421], [-5.2206, 4.0822, -0.8388], [-5.3804, 0.4661, 2.6313], [0.4476, 0.1883, 7.9909], [-3.0345, -11.0263, -1.6794], [-5.7797, 1.0893, 3.4315], [5.9131, 5.6971, 0.6370], [0.0351, 5.8177, 2.7772], [-7.1333, -4.1884, -0.0964], [0.7996, 2.0051, 6.9961], [0.6058, 0.3820, 10.1370], [-3.0566, 3.1239, 3.9363], [3.4871, -5.6169, -0.9583], [-2.6856, -10.7288, 0.4747], [5.7901, -3.8378, -1.8387], [-1.3705, -4.8055, -5.7487], [-1.0191, -3.7798, -5.6366], [5.2870, 0.9982, 5.1262], [-0.5939, -9.1534, -4.3856], [4.4123, 3.4916, -2.4429], [-3.1162, -4.2203, 6.2779], [-1.0308, -1.4227, 8.7327], [0.2945, 3.5358, -3.5918], [-3.4076, -1.1298, -2.4388], [-1.8876, -7.7842, -1.5082], [-2.0462, -0.5952, -4.5961], [6.1664, 1.1804, 3.0570], [-4.6439, 4.5400, -4.4961], [-2.6749, -10.2515, -0.5052], [6.8858, 0.3519, -3.5317], [5.2181, 1.7588, -3.7629], [2.2558, 0.4576, -0.8887], [-1.9406, -5.5714, 2.1176], [-7.8405, -0.0603, 0.3505], [-3.7287, -1.0303, 2.2426], [-1.4081, 2.9921, -5.5866], [-3.1854, 3.8235, -2.5144], [-1.7774, 2.5220, -6.4981], [-4.6080, -4.4536, -0.7453], [0.9828, -1.0822, -3.0062], [-4.4971, 4.8791, -1.0108], [-6.4930, -0.1982, 2.1459], [0.7309, 2.1010, -6.1927], [-1.1846, -1.8934, -2.8890], [-1.5440, 7.5832, -1.6884], [8.1109, 5.8511, 0.3987], [0.5197, 4.5362, 6.7209], [5.6241, 6.6966, -0.3283], [2.1039, 1.8774, 0.0535], [3.6102, -7.4788, -2.4082], [0.0697, -1.8969, 0.2750], [-2.4328, -1.6331, -3.5277], [-2.0559, -5.1050, 4.4829], [0.9294, 3.6547, -4.4698], [-1.8956, -4.7822, -6.7036], [-4.9431, 1.4470, 1.5781], [4.4325, -3.4880, -2.9515], [-2.0539, -4.9159, -4.9067], [3.5881, -3.7060, 1.1413], [-3.4408, -0.0710, -2.1819], [-0.8629, 1.5145, 6.9281], [7.4193, 1.7838, -3.1454], [7.4181, 5.3673, 2.0071], [1.8597, 1.8258, -5.3971], [1.6078, 5.5602, 5.8218], [6.5969, 3.0450, 1.9837], [4.9020, -5.5395, -2.5917], [3.7751, 7.8054, -1.0843], [-0.3599, -4.7813, 3.3084], [-6.7338, -3.2381, 0.2576], [-4.8609, -3.7117, 1.4620], [-5.9305, 3.9426, -3.4458], [0.1568, 1.1350, 6.8627], [1.1274, 5.8408, -0.5731], [-1.4406, -4.6527, 3.2489], [-4.1219, 4.8852, -2.4942], [7.3884, 1.5845, 4.7257], [0.9917, 0.4015, 1.9734], [1.5197, -0.0033, 8.0355], [-3.6074, 0.1568, 3.6474], [3.2141, 0.4720, 0.4772], [-2.7562, 3.5750, -1.2217]],
  "atomic_forces_ev_per_a": [[0.117, 0.078, 0.472], [0.432, -0.077, 0.102], [0.175, 1.496, -1.535], [-2.483, 1.780, -3.708], [-0.381, 0.007, 0.056], [-1.019, -3.586, -0.826], [0.042, -3.431, 0.850], [0.362, 0.189, 0.492], [0.113, 0.388, 0.271], [-0.100, -1.834, 1.575], [1.345, 0.692, 0.646], [0.992, -1.288, 0.303], [0.544, 0.526, -0.242], [-2.056, -0.181, 0.624], [-0.725, -0.437, 0.241], [-0.352, -1.691, 1.261], [0.391, -1.290, -1.047], [-0.737, -0.579, 0.672], [-0.601, 0.265, -0.490], [0.172, -0.624, 0.596], [-0.141, -0.487, 0.044], [-0.127, 0.197, 0.128], [-0.215, -0.048, -0.161], [-0.226, -0.437, 0.116], [0.580, -0.325, -1.557], [-0.055, -0.468, 0.254], [0.438, 0.250, 0.045], [0.558, 0.919, 0.089], [0.164, 0.220, 0.534], [1.616, -0.444, -0.564], [-0.008, -0.121, 0.046], [-0.829, 0.681, -2.876], [-0.914, -0.239, 0.863], [1.812, 1.418, 0.424], [-0.265, 0.326, -0.603], [0.407, -0.216, -0.250], [0.099, 0.280, 0.093], [1.160, -4.307, 1.474], [-0.342, -0.369, -0.976], [0.389, -0.098, -0.669], [0.613, 2.805, 1.558], [-0.293, 0.239, 0.015], [0.286, -1.133, 0.886], [1.093, 0.381, -0.788], [0.372, -0.310, 0.684], [1.749, 0.902, -1.659], [0.195, 0.823, -1.138], [0.158, -0.404, -0.030], [1.029, 2.281, 1.244], [0.292, -0.212, 0.398], [-1.058, 0.034, -2.362], [0.173, 1.413, 0.947], [-0.310, -2.424, -1.830], [-0.452, -0.936, -0.656], [0.133, -0.022, 0.387], [0.906, 0.877, 0.424], [-0.057, 0.293, -1.429], [0.291, 0.192, 0.146], [-0.616, -0.894, -0.868], [-0.354, 1.167, -0.905], [-0.189, -0.013, -0.344], [-1.937, 0.788, -0.005], [-0.692, -0.104, 0.808], [-0.385, 0.225, -0.096], [0.181, 0.555, -0.376], [0.381, -0.566, -0.281], [-0.570, 1.005, 0.799], [0.502, 0.036, -0.607], [3.987, 0.443, 2.439], [-2.822, 0.691, -1.860], [-0.090, 0.181, 0.714], [-1.830, 1.240, 0.230], [0.783, 0.390, 0.287], [-0.245, 0.122, 0.061], [1.648, 0.807, 0.359], [0.390, -0.216, -0.419], [0.282, 0.514, -0.051], [-1.044, -0.994, 0.079], [0.947, 0.375, -4.428], [2.182, 0.821, 0.195], [-0.016, 0.206, 0.275], [0.352, -0.110, 1.709], [-0.409, 0.062, 0.181], [-1.708, 0.292, 0.907], [-2.070, 3.884, 1.299], [0.164, -0.005, -0.816], [-0.210, -0.027, -0.464], [1.024, -1.098, 1.691], [-1.186, 0.728, -0.827], [-0.534, 0.494, 1.480], [-0.502, 0.664, -0.503], [0.023, 0.412, -0.311], [0.002, -0.472, 1.465], [-0.907, 0.114, 1.835], [-0.312, 0.289, -0.252], [-0.802, -1.968, 0.910], [-0.218, 0.136, 1.002], [-0.645, -1.048, 1.662], [0.152, -0.129, 0.025], [-0.689, 0.397, 0.422], [-0.546, 1.378, 2.414], [0.505, -0.191, -0.750], [-0.037, 1.420, -1.264], [-0.822, 1.899, -1.508], [-2.251, -3.847, 0.330], [0.031, 0.015, -0.071], [0.072, -0.767, 0.086], [0.928, 1.974, 0.408], [0.608, 0.229, -0.336], [2.436, -3.414, -1.258], [1.345, -1.252, 8.467], [0.399, 0.438, -0.380], [0.286, 0.282, 0.756], [0.916, -0.341, -0.045], [0.476, -0.166, 0.182], [1.794, 1.245, -0.279], [-2.023, -0.579, -1.133], [3.044, 2.197, 0.765], [0.767, -1.173, -0.293], [0.071, 0.313, -0.301], [-0.554, 0.483, -0.080], [0.360, -0.593, 0.799], [-0.359, 0.070, -0.274], [-1.478, 0.837, 0.712], [-0.308, -0.648, -0.195], [-0.006, 0.058, -0.196], [1.108, 2.000, 0.011], [-1.000, 0.622, -0.172], [2.168, -0.264, 1.629], [-0.320, -0.320, 1.086], [-1.810, 0.072, 1.445], [0.513, -0.453, 0.703], [0.679, 0.954, -0.614], [-0.439, -0.234, -0.317], [-0.227, -0.069, 0.247], [0.277, -0.171, -0.626], [0.010, -0.154, 0.202], [3.046, 3.691, -1.081], [-1.465, -2.574, -0.641], [0.077, -1.561, -0.483], [0.089, -0.164, -0.227], [-0.256, -0.344, 0.198], [0.817, -0.103, 0.042], [2.144, 1.459, 2.614], [1.724, 6.076, -1.356], [-0.692, 1.619, -1.479], [0.762, 0.713, -1.998], [-3.899, -3.666, -3.256], [-0.113, -0.260, 0.164], [-0.957, -1.343, -0.627], [-0.226, -0.370, -0.050], [-1.596, -1.877, -1.657], [-0.135, -1.631, -2.183], [-0.246, 0.163, -0.186], [0.119, -0.088, 0.428], [-0.498, -0.721, -0.462], [1.010, -1.826, -0.613], [-0.709, -0.288, -0.024], [-0.803, 1.163, 0.340], [0.207, -0.307, 0.217], [0.100, 0.517, -0.250], [0.231, 0.412, -0.277], [0.774, -1.143, 0.809], [0.401, -0.292, -0.137], [-1.135, 1.740, 0.889], [-4.882, -0.283, -2.010], [-1.636, -0.292, -1.186], [-1.032, -1.576, -0.049], [2.005, 0.024, 0.457], [1.882, 0.768, -0.744], [-3.390, -1.717, 1.324], [-0.269, -0.397, -0.011], [-0.291, 0.365, 0.094], [0.559, 0.573, -1.315], [0.239, 0.093, 0.536], [1.659, 5.628, 1.964], [2.950, 0.069, 0.945], [-0.125, 0.814, 1.156], [-0.041, -0.419, 0.118], [-2.053, 0.655, 0.580], [-0.130, -0.474, 0.076], [-1.596, 0.229, -2.201], [0.184, -0.479, -0.479], [-0.398, -0.291, -0.191], [-0.359, 0.438, -0.521], [0.650, -0.087, -0.019], [-0.188, -0.072, 0.011], [-0.370, 1.196, -0.089], [0.754, -0.023, 0.111], [-1.927, -2.077, -0.422], [0.104, -0.235, -0.435], [-0.202, 0.278, 0.614], [0.300, -0.634, -1.827], [1.888, -1.721, 2.445], [0.042, 0.089, 0.394], [1.050, 0.756, -1.870], [0.734, 0.428, 0.803], [0.261, -0.300, 0.282], [-0.922, -0.075, 0.504], [0.066, 0.484, 0.351], [-0.339, -2.647, 0.404], [-0.745, 0.767, -0.297], [-0.428, -0.456, 0.950], [0.669, -0.753, 0.368], [0.061, 0.244, 0.247], [0.643, -0.559, 0.004], [0.051, 0.499, 0.623], [1.723, -1.006, -1.543]],
  "de_lowest_kj_mol": 618.4,
  "total_charge": 0,
  "gap_ev": 9.27
}